Molecular formula: C27H39NO11P2
Method: DFT, wB97M-V/def2-TZVPD

Geometry as XYZ:
```
80
Properties=species:S:1:pos:R:3
C -5.10503 -2.50103 2.30079
C -4.75593 -4.00542 2.30360
O -5.15554 -4.69322 3.21120
N -3.96485 -4.64094 1.24764
C -4.90609 -4.76512 0.09596
C -2.90529 -3.67223 0.80824
C -1.64086 -4.40985 0.25725
C -1.26686 -3.87876 -1.17239
C -0.05552 -2.86390 -1.17674
C -0.62090 -1.51052 -1.64299
C -0.29148 -0.97503 -2.88487
C -0.86019 0.24509 -3.30040
C -1.74714 0.89772 -2.45757
C -2.04671 0.37116 -1.18161
C -1.49128 -0.82628 -0.76569
C -3.02716 1.17107 -0.32828
O -2.86955 1.35790 0.85759
C -4.19602 1.74968 -1.12026
C -5.49532 1.73485 -0.61350
C -6.52769 2.24469 -1.41394
C -6.22944 2.75246 -2.68193
C -4.92808 2.77878 -3.18731
C -3.90203 2.26803 -2.39467
C -2.44310 2.19844 -2.84558
O -1.89692 3.08713 -3.45811
H -5.56754 -2.23286 3.25918
H -5.80655 -2.32755 1.46585
H -4.23734 -1.84133 2.15673
H -5.56161 -3.87600 -0.00963
H -4.31148 -4.79546 -0.83329
H -5.54097 -5.65845 0.18009
H -2.59070 -3.08945 1.68761
H -3.37836 -3.00337 0.06597
H -0.80102 -4.13555 0.91797
H -1.79659 -5.49877 0.27548
H -2.14694 -3.37722 -1.60281
H -1.06659 -4.74925 -1.82033
H 0.41639 -2.77962 -0.18881
H 0.67692 -3.21540 -1.92161
H 0.39942 -1.46725 -3.57313
H -0.60966 0.67499 -4.27223
H -1.69877 -1.26661 0.21156
H -5.66603 1.32817 0.38612
H -7.56156 2.22191 -1.06659
H -7.02890 3.12900 -3.32808
H -4.66219 3.14246 -4.18233
C 2.55416 2.26701 5.01770
O 2.46670 1.22071 4.05494
P 2.54042 1.63223 2.42941
O 3.86835 2.33012 2.43978
O 1.28706 2.68549 2.61465
C 0.02499 2.21506 3.09599
O 2.34122 1.60759 0.76283
C 1.87701 2.77469 0.09860
H 3.34752 2.00967 5.71906
H 2.77254 3.23431 4.57143
H 1.60892 2.32666 5.56020
H -0.26860 2.82403 3.95104
H 0.06759 1.17013 3.40525
H -0.72108 2.32877 2.30876
H 2.36593 3.66814 0.48805
H 0.79467 2.86574 0.19517
H 2.11496 2.66390 -0.95891
C 6.62777 -0.74007 0.93267
O 5.78929 -0.32481 -0.14011
P 6.50396 0.43174 -1.45634
O 7.46858 -0.65136 -1.83961
O 7.20540 1.56682 -0.49492
C 6.38770 2.38773 0.34851
O 6.68917 1.36711 -2.83637
C 7.81261 2.22712 -2.94459
H 6.43109 -1.79553 1.12139
H 7.68558 -0.60768 0.71733
H 6.36764 -0.16674 1.82474
H 6.76333 2.31534 1.36797
H 5.34395 2.07637 0.33774
H 6.46059 3.42594 0.01938
H 8.72027 1.73147 -2.59988
H 7.64799 3.14558 -2.37984
H 7.92180 2.48965 -3.99615
```

Results
Orbital gap ... 7.44 eV
Total charge ... 0
Structure (SMILES) ... CC(=O)N(C)CCCCc1ccc2c(c1)C(=O)c1ccccc1C2=O.COP(=O)(OC)OC.COP(=O)(OC)OC
Electronic energy ... -2617.20642 hartree


Molecular formula: C27H40Br2GaN5O4Si
Method: DFT, wB97M-V/def2-TZVPD

Geometry as XYZ:
```
80
Properties=species:S:1:pos:R:3
Ga -1.12781 0.07346 1.09934
N -1.58425 -3.26954 -1.29586
C -1.63448 -2.04130 -0.88322
N -1.48222 -1.70594 0.38874
C -1.33176 -2.67578 1.40406
N -1.32300 -2.31459 2.65222
N -1.44813 -0.95364 2.73240
C -1.98763 -0.34243 3.76153
C -2.14225 1.07187 3.61692
C -2.66641 1.94684 4.55420
C -2.77795 3.33565 4.27278
C -2.41166 3.76260 2.99897
C -1.96318 2.83692 2.07061
N -1.65772 1.58663 2.41651
C -1.21808 -4.04829 0.89866
C -0.88687 -5.13103 1.81748
C -0.72244 -6.41766 1.37219
C -0.96444 -6.65733 0.04999
C -1.17501 -5.65128 -0.94318
C -1.29555 -4.34160 -0.47018
H -1.77314 -3.40506 -2.33316
H -1.85700 -1.20560 -1.59604
H -2.34400 -0.88258 4.67341
H -3.08552 1.53346 5.44621
H -3.12815 4.08379 4.96097
H -2.47399 4.84632 2.67371
H -1.71309 3.08996 1.07376
H -0.89384 -4.80714 2.84077
H -0.46283 -7.23298 2.02621
H -0.89787 -7.63289 -0.36020
H -1.20802 -5.89795 -2.01002
Br -3.28422 0.78746 -3.00740
C -3.75090 1.64008 -1.34614
Br -4.26967 0.41325 0.11085
H -4.59130 2.30717 -1.53006
H -2.92515 2.25677 -1.06944
C 0.96136 1.05476 -3.91512
C 1.20504 -0.23637 -3.18650
C 0.35285 -1.30158 -3.87047
C 2.70272 -0.56194 -3.35499
O 0.89226 -0.26265 -1.76058
Si 0.65083 0.94091 -0.73578
O -0.95155 1.09576 -0.40940
O 1.61923 2.18516 -0.98973
C 1.41962 3.62193 -0.80944
C 2.65533 4.25674 -1.44152
C 1.31563 3.95232 0.65377
C 0.17585 3.98110 -1.59803
O 0.90037 0.15554 0.82109
C 1.98673 -0.63032 1.30603
C 3.28957 0.00528 0.89059
C 1.84853 -0.74070 2.74178
C 1.88806 -2.04729 0.68269
H 1.06817 0.87273 -4.98511
H 1.64132 1.83390 -3.65932
H -0.06048 1.46093 -3.85219
H 0.52141 -1.20111 -4.92333
H -0.66467 -1.13923 -3.56111
H 0.68912 -2.24847 -3.57760
H 3.07418 -0.46865 -4.45710
H 2.94214 -1.56708 -3.11754
H 3.40665 -0.03451 -2.74152
H 3.58850 4.02062 -0.89498
H 2.56352 5.30897 -1.35570
H 2.67123 3.90573 -2.47965
H 2.11990 3.48094 1.23837
H 0.38970 3.48348 1.03553
H 1.43019 5.01368 0.99517
H 0.27866 3.91076 -2.67212
H -0.14811 5.07183 -1.33140
H -0.57569 3.20087 -1.32217
H 3.55441 0.94271 1.45205
H 3.44258 0.18188 -0.16116
H 4.04931 -0.68883 1.16839
H 1.79278 0.20092 3.24495
H 2.79547 -1.12532 3.12809
H 1.18838 -1.57029 3.08047
H 1.67500 -2.10569 -0.37574
H 1.24283 -2.67221 1.26767
H 2.87060 -2.49488 0.76506
```

Results
Orbital gap ... 7.25 eV
Total charge ... +2
Electronic energy ... -8989.62713 hartree
ΔE to the lowest compared entry with this formula, charge and spin ... 0.569 eV


Molecular formula: C27H40F6N3O11P2PrS2SeSi2
Method: DFT, wB97M-V/def2-TZVPD

Geometry as XYZ:
```
95
Properties=species:S:1:pos:R:3
Pr 1.05468 -1.65070 -0.56551
O 3.39179 -0.53272 -3.35647
P 2.40960 -1.78213 -3.70786
O 3.09651 -2.62481 -4.69827
O 1.91246 -2.37307 -2.43426
O 1.10800 -1.02087 -4.37792
P -0.01912 -0.21623 -3.51402
O 0.24427 1.36167 -3.73868
O 0.41592 -0.24218 -2.07549
O -1.40806 -0.45506 -3.91794
H 2.99303 0.09255 -2.75951
H -0.48777 1.71185 -4.28275
F -3.20319 -6.33620 -0.83719
C -3.38975 -5.05437 -0.51331
F -4.16161 -5.09371 0.62167
F -4.11312 -4.49652 -1.50512
S -1.65625 -4.38996 -0.18625
O -1.55038 -3.00528 -0.57291
O -1.59413 -4.60435 1.24360
N -0.84689 -5.24516 -1.14309
S 0.72655 -5.61380 -0.83840
O 2.62406 -2.90408 0.17856
O 1.62264 -5.68453 -2.00199
C 0.32910 -7.51662 -0.55115
F -0.49859 -7.67174 0.46935
F 1.41761 -8.30311 -0.27502
F -0.36031 -8.03455 -1.55939
C 4.68579 -4.74486 1.46279
Si 3.23698 -3.51181 1.50990
C 2.06252 -4.60041 2.56182
C 3.74018 -2.20054 2.82962
C 4.19612 -2.84808 3.98326
C 4.66656 -2.20728 5.10227
C 4.70245 -0.82326 5.08234
C 4.24293 -0.15515 3.94339
C 3.70835 -0.79266 2.80432
Si 2.79990 0.45437 1.62231
C 3.85442 2.00002 1.84201
C 1.50492 1.02270 2.88259
H 5.16493 -4.84258 0.46748
H 4.27183 -5.71944 1.74374
H 5.40932 -4.39441 2.23697
H 2.73183 -5.20246 3.21325
H 1.47121 -5.29168 1.98726
H 1.41548 -4.10317 3.29128
H 4.23287 -3.95332 4.02580
H 5.04302 -2.81025 5.96650
H 5.13277 -0.25383 5.93050
H 4.23820 0.91496 4.02403
H 4.02352 2.39932 2.84165
H 3.25318 2.77697 1.30455
H 4.81589 1.91743 1.29888
H 1.96506 1.88023 3.42673
H 1.26743 0.21824 3.53141
H 0.55784 1.36902 2.47834
C -6.42975 3.80074 -0.99831
C -5.46672 3.40060 0.07702
C -5.08917 1.95474 0.03190
C -4.30195 1.51198 -1.16687
N -3.04510 2.21789 -1.28980
C -1.86962 1.74657 -0.64283
Se -1.83194 0.28093 0.45365
N -0.86992 2.51802 -1.09901
C 0.50459 2.54506 -0.68285
C 0.84516 3.82866 0.06325
C 0.06363 4.04070 1.38267
C -1.14200 4.91884 1.24888
C -1.31157 3.35533 -2.09967
C -0.66499 4.27442 -2.94709
C -1.39567 4.90548 -3.94107
C -2.74646 4.65097 -4.12480
C -3.41267 3.75461 -3.27812
C -2.71388 3.15875 -2.23830
H -6.63798 4.87366 -1.02249
H -7.37177 3.26961 -0.85631
H -6.02547 3.55413 -1.98374
H -5.81320 3.66410 1.07085
H -4.53395 3.93791 -0.08813
H -5.98755 1.35230 0.07000
H -4.56631 1.59474 0.91484
H -4.89479 1.63041 -2.07605
H -4.05245 0.43547 -1.16166
H 1.09800 2.39693 -1.54365
H 0.67970 1.70509 -0.00283
H 0.68964 4.66044 -0.62221
H 1.90948 3.69301 0.31427
H 0.71542 4.49962 2.10535
H -0.19939 3.06150 1.77349
H -0.90382 5.90255 0.82676
H -1.65352 5.01124 2.21143
H -1.87007 4.46501 0.53580
H 0.40035 4.43579 -2.82610
H -0.80014 5.61489 -4.51002
H -3.29115 5.11166 -4.92331
H -4.46551 3.45323 -3.45063
```

Results
Orbital gap (spin up / spin down) ... 5.83 / 5.83 eV
Multiplicity ... 3
Total charge ... -2
Electronic energy ... -7620.99729 hartree
ΔE to the lowest compared entry with this formula, charge and spin ... 0.000 eV


- electronic energy of number 3 (C27H40F6N3O11P2PrS2SeSi2)?
  -7620.99729 hartree


- Which formula does entry 3 have?
  C27H40F6N3O11P2PrS2SeSi2


- What is the formula in the third record?
  C27H40F6N3O11P2PrS2SeSi2